Formula: C21H45NO8
Source: the Open Molecules 2025 dataset
Level of theory: ωB97M-V with the def2-TZVPD basis set

Each line ends with the Mulliken charge.
Geometry (Å):
C  42.70200  28.41100  5.35500  -1.206
H  39.00000  28.71800  4.72400  -0.336
C  39.36600  25.79100  3.50100  0.773
C  40.23600  24.77900  4.19200  0.128
H  37.70800  30.20800  0.44600  0.457
H  39.27500  32.14500  8.51100  0.462
H  38.79700  30.59500  6.04400  -0.476
C  39.97900  23.39700  4.17000  -0.528
O  43.96400  28.25300  3.30200  -0.613
C  38.10800  23.86100  2.45600  0.457
C  39.11200  32.59900  5.55000  0.613
H  38.80900  29.71500  1.50300  0.299
H  35.36400  28.13800  1.03600  0.822
H  39.42700  31.30400  3.65800  -0.257
H  41.79900  28.98300  5.85700  0.081
H  35.79000  28.65900  6.09700  -0.190
C  36.84000  29.28600  2.12800  0.856
O  37.29300  23.50700  1.50500  -0.573
H  37.83700  28.53100  0.55200  0.382
H  38.82800  21.86700  2.97700  0.496
H  39.43300  26.83800  3.80300  0.309
H  34.00300  29.11400  4.27200  0.166
H  37.38000  25.80300  8.80200  0.342
H  37.77300  25.83900  1.76100  0.289
O  41.19800  25.23300  4.91100  -0.530
H  40.70800  26.42800  7.31600  0.133
H  36.85800  30.29400  5.21500  -0.228
H  37.41300  28.54700  3.86700  0.121
H  34.47000  31.10800  7.42300  0.954
H  35.86800  30.66500  7.88800  0.312
H  40.23700  26.32600  9.02100  0.263
H  38.89800  33.21000  3.49700  0.304
H  41.18100  30.07500  3.63400  -0.311
H  38.43000  30.79700  8.21100  0.352
H  42.31100  30.04500  2.33200  0.443
H  36.51400  30.05900  2.79300  0.492
C  33.91800  29.42000  5.27100  -1.778
H  42.86500  30.86700  3.95800  0.225
C  39.49700  32.34000  4.05000  -0.346
C  39.83500  26.17900  7.92300  -1.369
C  42.18200  29.94500  3.38700  -0.559
C  38.65100  31.68900  7.76700  -0.849
H  34.57400  28.77400  2.28100  0.322
C  34.97700  30.40700  7.34500  -2.379
O  35.94700  30.66600  5.23700  -0.654
C  42.72600  28.45000  3.78100  0.462
H  39.62900  25.14300  7.81900  0.465
H  38.37800  26.97100  6.45200  -0.120
C  37.88700  29.39900  1.08200  -1.702
C  37.47300  26.93200  8.47600  -1.363
H  40.65300  22.62600  4.59400  0.395
H  43.71000  28.73700  5.57300  0.507
H  37.87600  27.27500  9.42000  0.363
C  35.41900  28.79700  1.63300  -2.001
H  40.38000  30.98600  6.55300  0.537
O  38.35200  29.46300  5.21700  0.204
H  33.47300  28.65900  5.78700  0.523
C  38.84800  22.86100  3.19400  -0.727
O  39.17000  28.44200  7.52900  -0.677
H  36.59900  27.46800  8.01500  0.157
H  42.70000  27.43400  5.62300  0.334
H  40.67900  32.63100  3.99700  0.273
H  44.40400  27.42800  3.61700  0.354
H  33.19900  30.18000  5.31400  0.466
H  42.13700  27.73600  3.31000  0.220
N  39.31100  31.41100  6.44900  0.463
H  37.69600  32.33100  7.69200  0.297
C  35.22200  29.72800  5.98200  1.848
H  38.83500  28.71500  6.46000  0.166
C  38.62600  27.11400  7.56000  1.361
H  34.46200  29.71300  7.96200  0.507
O  38.75300  33.79900  5.87800  -0.528
C  38.34500  25.32700  2.59300  -0.427
O  37.04100  28.22600  3.00300  -0.375
H  34.80800  29.55300  0.93500  0.343

## Properties
E_HOMO = -9.4 eV
frontier orbital gap = 6.96 eV
multiplicity = 1
relative energy (zero: lowest compared OMol25 entry of this formula, charge and spin) = 1277.4 kJ/mol
LUMO = -2.5 eV


Formula: C27H49Br2FN2O6P
Source: the Open Molecules 2025 dataset
Level of theory: ωB97M-V with the def2-TZVPD basis set

Each line ends with the Mulliken charge.
Geometry (Å):
H  -0.72176  2.24533  -4.10205  0.079
H  1.07510  3.67745  2.00981  0.241
H  -2.45471  4.09565  -0.07261  0.307
C  -1.09060  -6.38788  3.66993  -0.959
H  -1.50827  8.74624  -2.49013  0.295
H  -1.31868  -1.91465  3.27766  0.420
H  1.30854  1.33486  2.83787  -0.202
H  1.41682  3.39476  -4.12861  0.319
C  0.72752  -0.55627  1.49212  1.443
N  -0.56205  -3.93880  3.22291  0.300
H  -1.95349  -6.44748  4.49273  0.190
C  -0.32558  1.07945  -2.24266  -0.579
H  -0.96782  -5.46612  1.58917  0.252
H  -1.97894  -1.52056  -2.50303  0.255
H  -1.49260  -3.30760  -2.78482  0.397
H  1.28006  5.66207  -2.29994  0.319
C  -0.46738  2.51216  -2.95871  -0.952
C  -0.18616  -2.29637  -1.22860  -0.117
H  -2.10467  -1.59319  -5.03181  0.257
H  -0.42716  -1.38044  -5.89225  0.227
C  2.71558  0.28539  -0.04777  -0.633
H  -3.19660  -4.07779  4.57057  0.257
H  -0.99923  -7.40594  3.05405  0.313
O  0.14023  -3.48496  5.52261  -0.624
H  1.97082  -2.12882  -0.56211  0.326
H  4.69902  0.79579  -0.99427  0.572
C  -2.28398  2.91525  -0.09632  -0.982
O  -2.58955  6.46597  -4.26292  -0.545
Br  3.23447  0.93402  -3.06095  -0.097
H  -1.00417  -2.18087  -0.36561  -0.560
H  0.37675  0.43416  -2.90532  0.118
H  3.83037  -1.81527  -2.42900  0.264
C  1.14786  -1.42265  -1.06632  -0.740
C  4.42468  -1.33324  -1.53779  -0.927
O  -1.26938  0.36752  -0.04111  -0.501
H  -2.71948  2.45207  -1.07970  0.274
H  -0.04748  -6.29542  4.24276  0.254
C  2.84644  -0.19493  3.31294  -1.098
C  -1.00840  -1.21902  -4.86224  -0.332
C  -1.47127  6.58145  -3.49332  0.488
F  0.48706  -0.22563  4.03657  -0.370
P  -0.32979  2.73507  -0.01612  0.481
H  1.30833  -2.37850  2.92752  0.459
H  0.98934  -2.92833  1.19447  0.017
C  0.66058  -2.10964  1.95660  -0.650
C  0.37166  5.02694  -2.74378  -0.316
C  -1.01936  -2.22006  -2.63044  -0.762
H  -1.56143  -2.91944  1.59346  0.145
H  -0.65789  4.35995  1.84564  0.331
H  -2.36037  -4.40369  6.28335  0.294
C  -1.51802  7.59305  -2.20525  -0.738
H  -2.48030  7.34907  -1.54510  0.233
C  0.85828  3.46521  -3.09860  -0.035
C  -0.89798  -3.67773  4.68610  0.399
O  -0.24530  -1.95845  -3.84577  -0.348
H  -0.43477  5.01686  -1.86453  -0.053
Br  3.15020  2.15180  0.67407  -0.151
O  -1.74425  0.42490  2.22920  -0.613
H  3.18957  -0.54920  0.67352  0.025
H  4.27951  -2.04058  -0.61057  0.239
H  1.56715  3.17860  -2.18154  -0.077
H  -2.77740  2.42892  0.87398  0.284
C  -2.39604  -3.66306  5.34797  -0.975
C  -0.85278  -2.62262  2.46820  -0.704
N  -0.26212  5.73820  -3.91673  -0.314
H  -0.59610  7.38094  -1.49184  0.247
H  0.46060  6.46313  -4.20948  0.338
H  0.13969  -3.44441  -1.12893  0.366
C  -1.34995  -5.09125  2.64565  -0.217
C  1.29143  0.17182  2.81541  0.308
H  3.24659  -1.17391  2.75941  0.234
H  5.54568  -1.23609  -1.87408  0.317
H  1.54349  -1.22007  -2.14203  0.408
H  -0.40420  2.62905  2.51087  0.293
H  -2.75728  -2.62649  5.75320  0.312
C  1.14379  -0.08166  -0.06862  1.945
C  -0.00217  3.37417  1.66813  -0.956
C  -0.01370  1.01172  -0.60504  0.998
H  -1.02487  -0.04573  -4.70026  0.054
H  3.58516  0.71085  3.19587  0.212
H  -3.29941  -5.51896  -0.07546  0.084
H  -2.50216  -4.91303  2.54815  0.276
O  -2.38727  -5.29932  -0.02082  -1.010
H  -1.40202  0.56526  -2.34111  0.037
H  -1.35864  3.20347  -2.65298  0.246
H  2.87830  -0.47980  4.47226  0.380
C  3.71822  0.17349  -1.30538  -0.248
C  -0.82388  0.06386  1.35972  -0.744

## Properties
E_HOMO = -3.2 eV
frontier orbital gap = 5.04 eV
multiplicity = 1
LUMO = 1.8 eV
charge = -1


Formula: CH3Cl2N4
Source: the Open Molecules 2025 dataset
Level of theory: ωB97M-V with the def2-TZVPD basis set

Each line ends with the Mulliken charge.
Geometry (Å):
H  -1.14865  2.15133  -0.52090  0.389
H  2.09798  -0.68556  -1.01186  0.538
H  0.07015  -1.36394  1.20203  0.307
N  0.74991  -0.57358  -0.54339  -0.066
Cl  -1.45736  0.86137  2.20972  0.127
N  0.33393  0.53962  -1.11245  -0.476
C  -0.49934  1.16885  -0.37701  0.227
Cl  -0.01187  -2.11332  -1.48589  0.021
N  -0.50365  0.57776  0.83116  0.084
N  0.36890  -0.56254  0.80859  -0.151

## Properties
E_HOMO (spin up / spin down) = -14.1 / -14.1 eV
frontier orbital gap (spin up / spin down) = 7.82 / 7.82 eV
multiplicity = 1
relative energy (zero: lowest compared OMol25 entry of this formula, charge and spin) = 454.6 kJ/mol
LUMO (spin up / spin down) = -6.3 / -6.3 eV
charge = +1


Formula: C22H22F3N3O5
Source: the Open Molecules 2025 dataset
Level of theory: ωB97M-V with the def2-TZVPD basis set

Each line ends with the Mulliken charge.
Geometry (Å):
N  -2.50587  -1.63766  -0.38911  0.391
C  2.37348  1.35696  -0.43589  -1.238
H  -0.94535  -2.33277  2.29302  0.246
F  -1.35615  -4.71110  -0.09166  -0.265
H  -2.08873  1.31753  1.10531  0.485
F  0.40072  -4.55331  1.13944  -0.284
O  6.01045  1.82009  -0.18133  -0.424
O  5.83311  -0.56458  0.76464  -0.456
C  0.91867  -0.52603  0.11349  0.403
C  -0.43475  -2.53405  0.20508  0.529
H  3.34620  -1.60168  0.89049  0.517
H  -1.77446  0.93404  -1.14100  -0.302
C  6.19155  3.12985  -0.66595  -0.940
H  3.66118  2.97853  -0.92192  0.397
O  -0.10659  0.12379  0.07213  -0.553
H  5.44537  -2.59225  0.53756  0.372
C  5.82373  -1.87558  1.27416  -0.912
H  -4.36255  0.17641  -2.57834  0.452
C  -0.20877  -4.04914  0.05104  0.724
H  5.86328  3.22239  -1.70590  0.371
H  -6.60511  3.11057  0.30147  0.379
O  -3.35094  -1.40611  1.75457  -0.603
N  0.85350  -1.89562  0.25039  -0.020
H  -3.43141  2.15975  2.99353  0.397
C  -5.10577  2.68452  1.76918  -0.403
H  -4.36253  -0.80100  -0.30763  0.523
C  -2.77529  1.17467  -1.49805  -0.253
C  3.60765  1.97505  -0.53265  -0.584
C  4.75888  1.31385  -0.13307  0.959
C  -1.35024  -2.03068  -0.96585  -0.193
C  -3.69086  -1.17035  -1.08701  -0.987
H  1.47737  1.87208  -0.74361  0.476
C  4.65706  -0.00408  0.38319  0.657
C  -3.40773  -0.07772  -2.11434  -0.943
C  -4.86133  2.23646  -0.57365  -0.338
H  1.66970  -2.45663  0.06555  0.323
H  -5.69692  3.05401  2.59449  0.381
H  -2.74556  -0.47018  -2.88658  0.571
C  -3.83520  2.18317  1.99206  -0.930
H  5.23253  -1.94839  2.19304  0.357
H  -5.26354  2.26711  -1.57698  0.394
C  3.42091  -0.61331  0.46629  -0.206
C  -3.08176  1.70621  0.93437  0.397
C  -3.58836  1.72220  -0.35817  0.117
C  -2.47123  -1.71980  1.00992  0.242
C  -5.61601  2.71415  0.48233  -0.700
C  2.26620  0.06164  0.05055  -0.187
O  -1.04580  -2.06620  -2.12514  -0.659
H  5.66191  3.86290  -0.04957  0.376
H  6.86323  -2.10817  1.49827  0.230
H  -2.68319  1.93072  -2.28219  0.487
F  0.57100  -4.35153  -0.98749  -0.261
H  7.26239  3.31667  -0.60808  0.235
N  -1.26545  -2.27754  1.34025  -0.049
H  -4.15262  -2.02982  -1.58466  0.300

## Properties
E_HOMO = -8.6 eV
frontier orbital gap = 9.03 eV
multiplicity = 1
LUMO = 0.4 eV


Formula: C5H11N3
Source: the Open Molecules 2025 dataset
Level of theory: ωB97M-V with the def2-TZVPD basis set

Each line ends with the Mulliken charge.
Geometry (Å):
N  1.94697  1.11445  -1.28194  -0.723
C  -0.40788  -1.45953  1.44205  -1.534
H  -1.40022  -0.34572  -2.25957  0.283
N  1.33943  0.28310  1.12001  -0.552
C  -0.30744  0.01750  -0.67460  0.836
H  -1.96786  0.86930  0.44926  0.396
H  -1.09156  -2.09642  0.88308  0.374
C  -1.08084  1.23165  -0.06649  -1.492
H  0.19805  -2.07996  2.10361  0.425
H  0.41724  0.98182  -2.71223  0.366
H  -0.37224  1.67278  0.64696  0.379
H  2.01215  0.88013  -0.11623  0.455
H  1.11897  -1.41102  -0.05768  0.312
H  1.71737  -0.14058  1.96738  0.237
H  -1.38854  1.93780  -0.83745  0.383
N  -1.09974  -0.79995  -1.39358  -0.768
C  0.86217  0.79036  -1.74150  -0.031
C  0.49083  -0.67741  0.47450  0.282
H  -0.98685  -0.76828  2.05443  0.371

## Properties
E_HOMO (spin up / spin down) = -8.5 / -8.1 eV
frontier orbital gap (spin up / spin down) = 7.90 / 6.69 eV
multiplicity = 1
relative energy (zero: lowest compared OMol25 entry of this formula, charge and spin) = 507.4 kJ/mol
LUMO (spin up / spin down) = -0.6 / -1.5 eV


Formula: C36H47IrN5O3PS4
Source: the Open Molecules 2025 dataset
Level of theory: ωB97M-V with the def2-TZVPD basis set

Each line ends with the Mulliken charge.
Geometry (Å):
N  -1.26759  0.13404  -2.76222  -0.901
H  1.96113  5.01278  -2.26526  0.252
C  4.68673  -0.38239  2.62041  -0.261
S  1.38979  -3.66818  -0.70238  0.426
C  -3.28194  -2.32293  3.37261  -0.771
H  2.09229  1.07642  3.42700  0.266
H  -2.01692  1.87990  -0.70165  0.369
C  -3.45487  1.05709  -2.09454  1.434
C  -4.55636  -1.81321  3.17453  -0.655
C  3.69082  -0.69228  0.04737  -0.756
H  3.62887  4.89216  0.72478  0.237
C  2.45419  4.41151  2.44344  -1.450
H  1.60485  -6.07309  -0.58340  0.368
C  -4.79474  0.97961  -2.45769  -0.793
C  -0.87808  -0.20274  -1.54235  0.358
H  -3.69999  -2.73206  -4.74392  0.348
C  0.05084  -0.14425  4.12507  -1.058
C  -4.02555  2.38586  -0.19064  -0.566
H  -2.74995  0.47065  -3.95077  0.323
H  6.62829  -0.64004  1.74190  0.417
C  3.32327  -0.31475  2.37906  0.911
H  -3.08370  -2.99289  4.19855  0.451
H  -0.13333  0.88936  3.84254  0.330
C  -2.25982  -1.96491  2.50879  -0.617
H  3.34282  -0.83930  -0.96776  0.420
H  -5.35581  -2.07798  3.85322  0.404
H  -3.71203  2.94820  0.67909  0.486
H  4.63670  2.71670  0.33705  0.390
H  5.73524  -0.91774  -0.54661  0.487
H  0.31632  4.93588  -2.92398  0.349
H  4.81535  3.08141  2.05710  0.538
N  1.06032  -0.72215  3.21019  -0.282
C  1.30622  4.48282  -2.95800  -1.519
H  2.49268  1.28134  -2.27849  0.096
S  -0.62559  4.51604  0.80068  -0.365
H  2.23447  -2.32919  3.91590  0.441
C  -1.68631  -3.01462  -4.03116  0.716
C  2.58488  2.33196  -2.55627  -0.933
C  1.25976  -2.17057  3.45735  -0.793
H  -5.79694  -0.54963  1.96269  0.477
S  0.14303  1.60070  1.27950  -0.255
H  0.42081  -0.17504  5.15333  0.408
H  -1.26094  -2.34585  2.65630  0.674
H  -1.53340  -3.89216  -0.75622  0.351
C  0.18259  -3.50657  -1.99526  0.394
C  1.23067  3.00894  -2.61372  0.574
S  0.77731  -0.33064  -1.21920  -0.052
C  -3.05966  1.77101  -0.96764  -0.552
H  1.32254  -5.32930  1.00075  0.342
H  0.61316  2.49713  -3.35413  0.402
H  2.70645  -0.22128  4.45846  0.502
C  5.56236  -0.59118  1.56427  -0.955
H  -3.98093  0.06504  0.40734  -0.035
C  -5.75178  1.59649  -1.66736  -0.606
H  3.56484  1.95124  1.51159  0.032
O  2.16953  3.67451  0.08221  -0.139
C  0.60599  -3.13024  -3.26609  -0.564
C  -2.51305  -1.11917  1.43908  -0.310
H  5.06681  -0.25873  3.62820  0.464
O  1.28407  -2.86896  2.23288  -0.455
Ir  0.77757  -0.57834  0.98073  1.220
H  3.03028  2.37890  -3.55112  0.503
H  0.41503  -3.22075  2.00803  0.340
H  -0.02977  -5.54644  -0.13357  0.335
H  -6.79523  1.53010  -1.94432  0.412
N  -1.84027  -0.50614  -0.58765  -0.473
H  -3.15753  -3.50033  -2.54718  0.321
H  0.48325  -2.54068  4.12812  0.489
C  5.05959  -0.74500  0.28134  -0.954
C  -5.37115  2.29388  -0.52968  -0.749
H  1.70482  4.59792  -3.96664  0.463
H  1.84154  3.59800  2.83788  0.178
O  0.42529  2.83291  -1.40413  0.054
C  3.11831  4.02176  1.13986  0.540
N  -2.51345  0.45635  -2.96827  0.195
H  -5.08655  0.42967  -3.34473  0.508
H  3.25244  2.82778  -1.85866  0.096
H  1.66526  -3.03462  -3.46845  0.482
C  2.79427  -0.47714  1.09356  1.525
C  -1.17966  -3.62993  -1.74726  -0.440
C  2.33844  0.01120  3.45397  -1.846
C  -2.09939  -3.39700  -2.75840  -0.764
H  -2.63569  -3.54183  -5.88680  0.425
H  3.23303  4.64471  3.17021  0.456
C  -4.80516  -0.95567  2.10921  -0.764
P  0.65223  3.25786  0.10002  0.199
N  -1.43651  -0.79976  0.55619  1.100
C  -3.79401  -0.61004  1.23102  -0.100
C  -2.68084  -2.75805  -5.12866  -1.715
C  4.09200  2.87251  1.26819  -1.230
H  -0.88426  -0.69477  4.06512  0.354
H  0.02590  -2.57986  -5.24717  0.415
H  1.81589  5.28311  2.32074  0.416
C  -0.32092  -2.87973  -4.26517  -0.542
H  -6.11775  2.78070  0.08294  0.468
H  -2.47409  -1.81475  -5.63846  0.355
C  1.03033  -5.32127  -0.04733  -1.066

## Properties
E_HOMO (spin up / spin down) = -10.4 / -10.3 eV
frontier orbital gap (spin up / spin down) = 6.33 / 5.51 eV
multiplicity = 2
relative energy (zero: lowest compared OMol25 entry of this formula, charge and spin) = 0.0 kJ/mol
LUMO (spin up / spin down) = -4.0 / -4.8 eV
charge = +1


> Number 2 is which compound?

C27H49Br2FN2O6P